Here is a cluster of 7 separate species, C24H34BN6 in total at a distorted geometry from the Open Molecules 2025 dataset. Energies are from ωB97M-V/def2-TZVPD.

Calculated values
Charge: -1
DFT total energy: -1287.75728 Eh
HOMO level: -5.2 eV
Spin multiplicity: 1
Gap between HOMO and LUMO: 0.290 Eh
Relative energy (zero: lowest compared OMol25 entry of this formula, charge and spin): 312.5 kJ/mol

Positions of all 65 atoms, in Å:
B (0.475, 0.182, 0.466)
H (0.562, -1.080, 0.742)
H (1.219, 0.345, -0.374)
H (-0.540, 0.501, 0.133)
H (0.890, 0.853, 1.371)
N (-0.596, -1.799, -1.997)
C (0.395, -2.865, -1.864)
C (-0.070, -4.079, -2.653)
C (-1.419, -3.662, -3.227)
C (-1.727, -2.231, -2.712)
H (-0.508, -0.973, -1.379)
H (1.331, -2.748, -1.400)
H (0.418, -4.980, -2.501)
H (-2.114, -4.212, -3.769)
H (-2.845, -1.686, -2.935)
N (0.958, 3.214, 0.597)
C (0.331, 4.462, 0.855)
C (1.264, 5.617, 0.619)
C (2.593, 4.967, 0.169)
C (2.369, 3.453, 0.122)
H (0.657, 2.302, 0.804)
H (-0.715, 4.500, 1.161)
H (0.946, 6.806, 0.974)
H (3.683, 5.349, -0.158)
H (2.881, 2.521, -0.065)
N (-5.342, 1.576, 0.770)
C (-6.320, 2.556, 0.787)
C (-5.666, 3.746, -0.125)
C (-4.267, 3.361, -0.255)
C (-4.058, 1.963, 0.298)
H (-5.458, 0.703, 1.194)
H (-7.165, 2.493, 1.221)
H (-6.057, 4.683, -0.306)
H (-3.641, 4.141, -0.580)
H (-3.208, 1.571, 0.080)
N (-0.254, -5.236, 1.629)
C (0.604, -4.417, 2.363)
C (1.155, -5.341, 3.451)
C (0.390, -6.715, 3.213)
C (-0.542, -6.407, 2.168)
H (-1.000, -4.818, 0.851)
H (0.775, -3.448, 2.132)
H (1.962, -5.244, 4.194)
H (0.530, -7.465, 3.838)
H (-1.174, -7.243, 1.858)
N (3.510, -1.102, 1.372)
C (3.588, -2.415, 1.890)
C (4.858, -2.567, 2.679)
C (5.593, -1.261, 2.447)
C (4.737, -0.397, 1.556)
H (2.680, -0.557, 0.943)
H (3.027, -3.180, 1.720)
H (5.211, -3.363, 3.181)
H (6.737, -0.906, 2.582)
H (4.781, 0.723, 1.170)
N (0.078, 3.295, -2.235)
C (0.367, 3.573, -3.546)
C (-0.762, 3.093, -4.440)
C (-1.742, 2.466, -3.493)
C (-1.095, 2.528, -2.083)
H (0.539, 3.369, -1.412)
H (1.166, 4.021, -3.855)
H (-0.844, 3.142, -5.601)
H (-2.801, 2.012, -3.615)
H (-1.329, 2.309, -1.020)